(1)
Here is a cluster of 2 separate species, C3H11N2O in total in a non-equilibrium geometry from OMol25. Energies are from ωB97M-V with the def2-TZVPD basis set.

Properties
Energy relative to the best compared isomer or geometry (same formula, charge and spin)   68.1 kcal per mole
Max |F|   3.58 eV/A
Net charge   +1
Electronic energy   -305.3442 Eh
Spin multiplicity   1
LUMO   -0.1170 hartree

Each line ends with the Mulliken charge.
CARTESIAN COORDINATES (ANGSTROEM)
C (-0.33156, -0.54618, 1.80383)  -1.1192
C (-0.10954, -0.68679, 0.25194)  0.2978
C (1.03509, -0.71489, -0.58039)  -0.4137
N (2.21099, 0.04562, -0.38204)  -0.4092
N (-1.37033, -0.52766, -0.49716)  -0.3859
H (-1.35232, -0.10577, 1.95865)  0.3867
H (0.49353, 0.11266, 2.21861)  0.3093
H (-0.39923, -1.57045, 2.19364)  0.2912
H (0.88226, -1.22253, -1.52320)  0.3609
H (2.46822, 0.36039, 0.54982)  0.2339
H (3.08568, -0.29977, -0.83938)  0.2709
H (-2.12445, -0.63956, 0.24124)  0.3522
H (-1.54179, -1.06304, -1.37730)  0.3483
H (-1.35038, 0.59746, -0.73025)  0.3822
H (-0.02886, 1.50256, -1.25998)  0.3944
H (-0.69204, 2.82545, -1.15220)  0.3501
O (-0.87525, 1.93249, -0.87584)  -0.6498

(2)
Here is a cluster of 2 separate species, C3H11N2O in total in a non-equilibrium geometry from OMol25. Energies are from ωB97M-V with the def2-TZVPD basis set.

Properties
Energy relative to the best compared isomer or geometry (same formula, charge and spin)   15.8 kcal per mole
Max |F|   1.42 eV/A
Net charge   +1
Electronic energy   -305.4276 Eh
Spin multiplicity   1
LUMO   -0.1191 hartree

Each line ends with the Mulliken charge.
CARTESIAN COORDINATES (ANGSTROEM)
C (-1.25509, -0.88514, 1.95251)  -1.2624
C (-1.92334, -0.43163, 0.66484)  -0.2972
N (-1.10978, 0.35372, -0.24965)  -0.1072
C (0.14743, 0.27294, -0.58031)  0.1003
N (1.09054, -0.50051, -0.10136)  -0.2634
H (-0.47550, -1.61788, 1.77923)  0.3645
H (-1.96708, -1.43670, 2.57359)  0.3473
H (-0.88418, -0.04777, 2.53588)  0.3706
H (-2.81244, 0.16809, 0.87840)  0.3627
H (-2.38099, -1.30146, 0.18172)  0.2719
H (-1.55524, 1.19089, -0.59139)  0.2792
H (0.48985, 1.02447, -1.29336)  0.3743
H (0.93744, -0.96730, 0.78089)  0.1450
H (2.05334, -0.24534, -0.26736)  0.2968
H (3.39946, 1.02770, -3.37817)  0.3253
H (3.31838, 2.12178, -2.31669)  0.3277
O (2.92721, 1.27412, -2.56876)  -0.6355